No. 1
Entry from the OMol25 dataset: a molecular structure, C37H89F3N3O12Y at a distorted geometry (wB97M-V/def2-TZVPD).

The geometry in XYZ format:
```
145
Properties=species:S:1:pos:R:3
Y 10.99329 -22.39947 -16.23411
C 13.89193 -20.37953 -16.76581
O 14.03046 -20.06336 -18.17979
O 13.14132 -21.50302 -16.86456
C 15.12546 -20.44257 -15.77415
F 14.78996 -20.72550 -14.47554
F 15.97155 -21.42518 -16.11157
F 15.74501 -19.29604 -15.60344
C 14.99751 -19.14515 -18.60692
C 16.21723 -19.88893 -19.20041
H 16.86584 -19.08913 -19.55780
H 16.77117 -20.53431 -18.51870
H 15.92147 -20.42068 -20.10477
H 15.05621 -18.28063 -17.94566
H 14.43981 -18.70222 -19.43207
H 13.22176 -19.59106 -16.42333
O 11.73258 -21.09174 -20.01043
H 12.24158 -21.53605 -20.68848
H 12.30615 -20.39100 -19.70026
O 12.47848 -16.83723 -19.07132
H 11.80523 -16.74152 -19.74497
H 12.05328 -17.34035 -18.37684
O 14.21351 -23.84993 -18.71183
H 13.98253 -22.92105 -18.70460
H 14.22532 -24.08708 -19.63912
O 14.08016 -19.91183 -11.80560
H 14.66671 -19.97305 -12.55954
H 14.41876 -20.55722 -11.18507
O 15.07464 -24.28672 -16.02335
H 14.91132 -24.21750 -16.96397
H 15.08278 -23.38096 -15.71388
C 20.31391 -24.07252 -15.62501
C 20.02173 -23.60456 -17.04275
C 21.39946 -23.57794 -17.79398
C 21.30174 -23.36278 -19.21387
C 20.36176 -24.46312 -19.79157
C 18.97590 -24.53406 -19.17279
N 19.17440 -24.58216 -17.69079
O 18.05319 -24.96564 -17.00475
C 18.19723 -23.24414 -19.68843
C 18.25381 -25.78514 -19.69793
C 19.70734 -22.05300 -16.93679
H 19.37512 -24.29960 -15.11982
H 20.93426 -23.34739 -15.09828
H 20.80078 -25.04765 -15.61139
H 22.11628 -22.91013 -17.31617
H 21.79723 -24.52532 -17.43018
H 22.29934 -23.56936 -19.60146
H 20.86021 -22.39331 -19.44468
H 20.96077 -25.34081 -19.54880
H 20.32532 -24.50022 -20.88033
H 18.55081 -22.24937 -19.95955
H 17.35613 -23.56392 -20.30356
H 17.60934 -23.01981 -18.79841
H 18.96092 -26.61063 -19.61637
H 17.37343 -26.11722 -19.14769
H 17.95131 -25.57576 -20.72397
H 19.80904 -21.58917 -17.91792
H 20.38642 -21.48173 -16.30386
H 18.65035 -21.97964 -16.68091
H 17.61803 -24.13908 -16.78334
C 18.71946 -21.22627 -23.94940
C 19.18647 -20.02195 -23.13923
C 20.57048 -20.35630 -22.41335
C 21.76298 -20.35570 -23.32925
C 21.94290 -18.96260 -24.00061
C 20.61806 -18.39345 -24.66111
N 19.34913 -18.72499 -23.92805
O 18.22951 -18.36997 -24.58027
C 20.76235 -16.82750 -24.66538
C 20.67753 -19.05452 -26.04671
C 18.16195 -19.69779 -21.96998
H 19.28068 -21.33965 -24.87692
H 17.65413 -21.17824 -24.17490
H 18.87839 -22.19870 -23.48333
H 20.68643 -19.76331 -21.50614
H 20.59706 -21.40267 -22.10921
H 21.80547 -21.13623 -24.08890
H 22.66385 -20.59298 -22.76336
H 22.74558 -19.16306 -24.71027
H 22.34938 -18.25473 -23.27826
H 20.90288 -16.30784 -23.71758
H 21.55522 -16.48582 -25.33074
H 19.85810 -16.37727 -25.07494
H 19.80684 -18.79646 -26.64953
H 21.50268 -18.66426 -26.64247
H 20.76893 -20.13341 -25.92119
H 17.19546 -19.29681 -22.27527
H 18.59714 -18.89852 -21.37008
H 18.07577 -20.56963 -21.32147
H 17.71817 -17.76185 -24.04145
C 19.13789 -19.19855 -13.16625
C 19.00788 -20.64768 -12.52492
C 20.31602 -21.48441 -12.74000
C 21.44539 -21.26480 -11.79428
C 20.99171 -21.12782 -10.43265
C 19.83962 -20.09043 -10.21796
N 18.73762 -20.46904 -11.07163
O 17.57593 -19.65633 -10.94665
C 19.44964 -20.44909 -8.77738
C 20.21532 -18.54921 -10.22965
C 17.78395 -21.32870 -13.11756
H 19.29315 -19.36122 -14.23280
H 20.02831 -18.61296 -12.93747
H 18.45318 -18.36093 -13.03335
H 20.08514 -22.53845 -12.89427
H 20.72151 -21.32548 -13.73921
H 21.91784 -20.35078 -12.15409
H 22.26077 -21.97046 -11.95332
H 21.89051 -20.77725 -9.92533
H 20.85616 -22.17050 -10.14534
H 20.34338 -20.34433 -8.16228
H 18.57385 -19.94110 -8.37359
H 19.10756 -21.47518 -8.64242
H 21.06811 -18.48136 -9.55418
H 20.72216 -18.25366 -11.14827
H 19.45466 -17.86299 -9.85733
H 17.84348 -21.67211 -14.15034
H 16.95954 -20.62408 -13.22692
H 17.38591 -22.11772 -12.47951
H 16.90145 -20.33336 -11.03783
C 19.57490 -18.02030 -16.95543
C 18.97197 -16.60205 -17.10361
C 17.61486 -16.23664 -16.58357
O 19.79028 -15.74234 -16.33192
H 20.62312 -18.12829 -17.23412
H 19.07860 -18.67733 -17.66964
H 19.29525 -18.47940 -16.00720
H 19.06299 -16.27697 -18.14001
H 17.37049 -16.62857 -15.59626
H 16.82429 -16.54724 -17.26667
H 17.39512 -15.17369 -16.48378
H 20.38430 -16.39932 -15.96163
C 17.49369 -14.48288 -22.11975
C 17.18377 -15.90566 -21.70453
C 16.31971 -16.03668 -20.47461
O 16.66274 -16.54471 -22.89183
H 18.18832 -14.39448 -22.95508
H 17.90727 -13.90944 -21.29016
H 16.59031 -13.96458 -22.44124
H 18.08000 -16.46834 -21.44329
H 15.56067 -15.25441 -20.47876
H 16.91870 -15.75786 -19.60769
H 15.73720 -16.94415 -20.31560
H 15.72710 -16.33287 -22.92789
```

Calculated values
Calculated total energy ... -2867.57232 Eh
HOMO level (spin up / spin down) ... -0.330 / -0.330 Ha
Spin multiplicity ... 2
Orbital gap (spin up / spin down) ... 0.10853 / 0.09402 Eh
Total charge ... +1
⟨S²⟩ ... 0.751



No. 2
Entry from the OMol25 dataset: 11 unconnected molecules or ions with the total composition C37H93N3O16 at a distorted geometry (wB97M-V/def2-TZVPD).

The geometry in XYZ format:
```
149
Properties=species:S:1:pos:R:3
C 2.44815 -6.44069 0.09798
C 1.19068 -6.01566 0.89418
C 1.31199 -4.53462 1.30712
C -0.00318 -6.07937 -0.04755
C -0.51712 -7.51077 -0.30786
C -0.74687 -8.25937 1.01771
C 0.43638 -8.17548 2.06698
C -0.17827 -8.54354 3.40137
C 1.46036 -9.24199 1.67185
N 0.92458 -6.80117 2.08797
O 1.79040 -6.51842 3.16028
H 2.81990 -5.56185 -0.42297
H 3.15136 -6.69537 0.90141
H 2.42539 -7.38104 -0.44774
H 0.42766 -4.16553 1.82912
H 2.15178 -4.29890 1.96716
H 1.53582 -3.91650 0.43604
H -0.88786 -5.49826 0.22087
H 0.37924 -5.66104 -0.98305
H -1.45816 -7.36536 -0.84877
H 0.02536 -8.04670 -1.09159
H -0.94691 -9.30875 0.80134
H -1.65407 -7.80931 1.42533
H -0.79226 -7.70632 3.74902
H 0.55681 -8.69960 4.19385
H -0.84818 -9.40349 3.41328
H 2.32072 -9.20442 2.34200
H 1.83056 -9.08550 0.65612
H 1.01963 -10.23900 1.65419
H 1.31849 -5.86661 3.68951
C 3.60334 2.61009 1.12616
C 3.42611 3.80540 0.15588
C 4.46193 3.74594 -0.98677
C 2.00191 3.42462 -0.35672
C 1.42595 4.41910 -1.30959
C 1.44431 5.81568 -0.64233
C 2.74094 6.24211 0.12606
C 3.66014 6.93101 -0.92479
C 2.36796 7.31067 1.16005
N 3.26200 5.06633 0.85998
O 4.44825 5.40372 1.57975
H 3.75044 1.69179 0.56124
H 4.53374 2.77164 1.68488
H 2.83051 2.55369 1.88954
H 4.64636 4.71863 -1.42982
H 5.39348 3.26485 -0.69087
H 4.09585 3.17480 -1.84539
H 1.91332 2.45073 -0.85317
H 1.24766 3.31379 0.42947
H 1.94565 4.52092 -2.26865
H 0.39484 4.19286 -1.59342
H 0.67176 5.84355 0.13154
H 1.27826 6.55881 -1.42218
H 4.58071 7.28160 -0.44724
H 3.17439 7.87445 -1.18499
H 3.93940 6.40482 -1.83267
H 1.79686 8.13794 0.73683
H 3.22034 7.70778 1.70715
H 1.67406 6.81747 1.84678
H 4.11141 5.37953 2.48146
C -2.22641 3.27618 -0.08043
C -3.40805 4.09653 -0.62522
C -4.44169 4.27436 0.49376
C -2.81688 5.48801 -0.92665
C -3.74353 6.20513 -1.87815
C -4.02165 5.51697 -3.23854
C -4.54653 4.08007 -2.96968
C -6.09608 3.99143 -2.68878
C -4.40757 3.27836 -4.26802
N -3.84901 3.40578 -1.85502
O -4.18235 2.06541 -1.70107
H -1.88105 3.64685 0.88406
H -2.55105 2.24089 0.05215
H -1.46638 3.20159 -0.85746
H -5.41752 4.54268 0.08958
H -4.52288 3.29505 0.98383
H -4.14816 4.91846 1.32012
H -2.63677 6.08159 -0.03424
H -1.85896 5.31079 -1.42642
H -4.69354 6.43271 -1.38643
H -3.30762 7.18095 -2.11713
H -3.12039 5.59843 -3.84507
H -4.81344 6.06962 -3.74295
H -6.49871 4.62684 -1.89311
H -6.41941 2.97280 -2.48014
H -6.66993 4.37122 -3.53855
H -3.37631 3.27889 -4.62755
H -4.99240 3.74625 -5.06294
H -4.79544 2.26129 -4.21290
H -5.00908 2.06989 -1.18470
O 1.05288 -0.52969 -1.37363
C 0.30760 -1.18903 -0.33020
C 0.13531 -0.37559 0.91774
O -1.09817 0.30998 1.07424
H 0.42413 -0.52463 -2.10938
H -0.65809 -1.48934 -0.75457
H 0.85773 -2.12110 -0.19556
H 0.82422 0.45592 0.71020
H 0.28852 -0.93014 1.84893
H -0.98763 0.98250 1.75575
O -0.59789 -0.05768 -3.69381
C -1.21177 1.17670 -3.34719
C -0.53021 2.29052 -4.13996
O -0.81658 2.30721 -5.52972
H -0.78310 -0.16721 -4.63523
H -2.29623 1.16810 -3.49523
H -0.97367 1.37598 -2.29935
H 0.54201 2.29436 -3.94555
H -0.93749 3.22379 -3.71656
H -1.76314 2.49535 -5.54682
O -1.44859 -0.81648 3.96022
C -2.51507 -0.91050 4.86313
C -3.84606 -0.39641 4.28042
O -4.48347 -1.51139 3.69741
H -1.64851 -1.39376 3.21170
H -2.68231 -1.89566 5.30228
H -2.36096 -0.23369 5.71521
H -3.61319 0.45201 3.61360
H -4.49627 0.14638 4.97188
H -3.86472 -1.94988 3.08971
O 2.00267 -5.35324 -4.40151
C 3.18460 -4.99133 -3.68884
C 2.87918 -3.74736 -2.83282
O 2.04663 -2.87788 -3.57600
H 1.61062 -4.49842 -4.62867
H 3.55511 -5.82266 -3.08929
H 3.97608 -4.83591 -4.42841
H 3.75499 -3.28054 -2.36611
H 2.34752 -3.97876 -1.89868
H 1.97236 -2.01372 -3.15831
O 3.27888 -0.02275 3.68489
C 3.28359 -1.27762 2.96160
C 4.66590 -1.90468 3.07695
O 4.39201 -3.31620 3.11426
H 3.22266 -0.21758 4.62796
H 2.40542 -1.86189 3.24322
H 3.05773 -0.94277 1.94687
H 5.24338 -1.63855 3.95987
H 5.14345 -1.58172 2.14853
H 5.18680 -3.83534 2.95441
O -3.07621 -0.91498 -0.73837
H -3.87501 -0.38137 -0.79108
H -2.41746 -0.32052 -0.34372
O -2.95326 -2.70472 1.69612
H -2.32175 -2.37528 1.04428
H -3.65575 -3.10026 1.16835
O 0.76706 1.24590 3.76623
H 0.21221 0.54046 4.12857
H 1.67581 0.89835 3.81434
```

Calculated values
Calculated total energy ... -2833.38167 Eh
ΔE to the lowest compared entry with this formula, charge and spin ... 47.24 kcal per mole
HOMO level ... -0.296 Ha
SMILES ... CC1(C)CCCC(C)(C)N1O.CC1(C)CCCC(C)(C)N1O.CC1(C)CCCC(C)(C)N1O.OCCO.OCCO.OCCO.OCCO.OCCO.O.O.O
Orbital gap ... 0.30704 Eh